(1)
DFT (ωB97M-V with the def2-TZVPD basis set) results for a single C18H23N7O2 molecule.

The geometry in XYZ format:
```
50
Properties=species:S:1:pos:R:3:forces:R:3
C -2.08273 1.98008 -2.50864 1.3 -2.8 -2.7
C -0.83224 2.65186 -2.04651 -1.0 1.6 0.8
N -0.04748 1.95203 -1.32156 1.7 -1.0 0.9
C 0.78010 2.76680 -0.57844 1.0 -3.6 1.7
C 1.57423 2.01903 0.46988 0.3 2.9 1.7
C 1.84331 2.54089 1.84378 1.0 -3.1 -2.4
N 2.46246 1.61722 2.60038 -2.2 -0.5 -1.9
N 2.40792 0.48727 1.78093 1.8 0.4 -0.1
C 2.05157 0.72626 0.50100 -2.2 1.1 -0.3
C 1.72171 -0.40169 -0.43920 0.3 -1.5 1.4
N 1.31788 -1.49585 0.46421 1.3 -1.6 -1.6
C -0.00474 -1.70205 0.91288 -0.2 -0.5 2.5
C -0.72238 -2.70914 0.08752 -0.5 -1.4 -0.1
C -0.01847 -4.07797 -0.12401 -1.4 0.7 1.5
C -1.12609 -5.08659 -0.57088 1.5 1.3 1.1
C -2.40727 -4.38076 -0.23345 -1.3 1.4 -1.0
C -2.14321 -3.08654 0.53226 -0.8 -0.3 0.9
O -2.34262 -3.44526 1.93203 0.4 0.2 0.6
C 2.36721 -1.95915 1.35581 1.0 2.5 -1.5
C 2.56029 -0.83464 2.33519 -1.2 0.0 2.1
C 0.48010 4.04432 -0.81017 -1.8 1.6 -2.4
C 0.63487 5.34500 -0.23640 1.2 0.8 2.9
O 1.20566 5.63045 0.81468 0.3 -0.9 -0.8
N -0.04907 6.38131 -0.81723 -1.5 -0.6 -2.0
C -0.94756 6.22089 -1.83054 -0.7 0.3 -2.2
N -1.16473 5.11562 -2.45188 -0.2 -1.1 1.1
N -0.53041 3.99319 -1.86344 -0.2 0.3 0.2
H -2.99201 2.34709 -2.10520 -0.7 0.8 0.1
H -2.04157 0.82484 -2.21514 0.3 2.7 -0.4
H -2.03654 1.95083 -3.64978 -0.8 0.3 1.4
H 1.55432 3.48239 2.16763 0.0 1.6 0.8
H 0.93219 -0.26070 -1.16929 -0.2 0.8 0.4
H 2.58838 -0.70166 -1.04185 0.1 -0.1 0.3
H -0.64360 -0.85711 0.98585 -0.3 1.6 -0.5
H 0.01867 -1.91527 2.03220 0.1 -0.6 -1.2
H -0.83229 -2.20446 -0.87693 -0.3 -0.2 -0.3
H 0.95793 -3.92782 -0.53728 0.3 -0.5 -1.0
H 0.12771 -4.39767 0.87441 0.8 -0.3 1.4
H -1.02819 -6.03477 -0.03611 0.1 0.0 -0.6
H -1.09238 -5.10981 -1.60978 0.2 -1.1 -1.9
H -2.87992 -4.10102 -1.16631 -0.3 0.0 -0.4
H -3.11936 -4.99176 0.27530 -0.5 -0.4 0.5
H -2.78236 -2.19108 0.40274 -0.2 -0.7 -0.6
H -3.23579 -3.84492 2.07484 1.2 0.6 -0.6
H 3.33865 -2.01182 0.79267 -0.9 -0.3 0.1
H 2.26436 -2.88622 1.89078 -0.7 -0.5 -0.1
H 3.49489 -0.99705 2.77245 1.7 0.3 0.9
H 1.82123 -0.88191 3.17474 0.4 -0.1 -0.6
H 0.12035 7.30605 -0.54627 0.5 1.1 1.0
H -1.52300 7.11127 -2.28788 1.3 -1.3 1.1
```
Positions in Å, forces in eV/Å.

As for the energy above the lowest of the compared OMol25 structures with the same formula, charge and spin: 131.0 kcal/mol. For the HOMO-LUMO gap, the calculation gives 8.52 eV.



(2)
DFT (ωB97M-V with the def2-TZVPD basis set) results for a molecular structure, C18H23N9O4PdS4.

The geometry in XYZ format:
```
59
Properties=species:S:1:pos:R:3:forces:R:3
Pd 0.37502 0.78659 -0.52913 0.1 0.3 1.1
C 4.81909 -2.80656 0.14240 0.0 0.0 0.0
C 4.35192 -1.75004 -0.78279 -0.1 0.0 0.0
N 5.08955 -1.06235 -1.59602 -0.1 0.1 0.0
N 4.22107 -0.20069 -2.20040 0.1 0.0 0.0
C 2.97069 -0.34261 -1.79053 0.1 0.0 0.1
S 1.60406 0.49752 -2.41484 -0.2 -0.3 -0.1
N 3.03079 -1.34106 -0.88547 0.0 0.0 0.0
N 1.92116 -1.79003 -0.19354 0.0 0.0 0.0
H 5.86609 -3.01198 -0.06246 0.0 0.0 0.0
H 4.24340 -3.72297 0.01250 0.0 0.0 0.0
H 4.72299 -2.47937 1.17873 0.0 0.0 0.0
H 4.56426 0.45690 -2.88400 0.0 0.0 0.0
H 2.08823 -1.74108 0.80358 0.0 0.0 0.0
H 1.64381 -2.71591 -0.49801 0.0 0.0 0.0
C 2.90655 2.93920 1.82496 0.0 0.0 -0.1
C 2.08234 2.20503 0.81428 0.4 -0.3 0.0
O 2.14917 0.92825 0.75636 -0.4 0.0 -0.1
O 1.33812 2.81133 0.00571 -0.1 0.2 -0.2
H 3.03279 2.33888 2.72241 0.0 0.0 0.0
H 2.44553 3.89417 2.05890 0.0 0.0 0.0
H 3.89490 3.12651 1.40114 0.0 0.0 0.0
C -2.32929 2.43936 -4.71634 0.1 0.0 0.1
N -1.45463 3.19088 -3.81502 -0.1 0.0 -0.2
C -1.01796 4.48808 -4.03401 -0.1 -0.2 0.0
C -0.25410 4.83153 -2.97897 0.1 0.0 0.1
N -0.25027 3.75197 -2.12079 0.2 0.0 0.3
C -0.97965 2.76065 -2.63780 0.0 0.1 -0.1
S -1.37231 1.22057 -1.93542 -0.1 0.1 -0.1
H -2.04924 2.66305 -5.74156 0.0 0.0 0.0
H -3.36855 2.71470 -4.55022 0.0 0.0 0.0
H -2.19779 1.37600 -4.53324 0.0 0.0 0.0
H -1.29000 5.03590 -4.91845 0.0 0.0 0.0
H 0.28473 5.73677 -2.76476 0.0 0.0 0.0
H 0.25769 3.67641 -1.23221 0.0 0.0 -0.2
N -2.50594 -2.94896 6.10104 0.0 -0.1 0.2
C -2.32323 -2.23002 4.98953 0.0 0.1 -0.1
C -3.43376 -1.87100 4.18100 0.1 -0.1 0.2
C -3.25377 -1.13216 3.05079 0.1 0.1 -0.1
C -1.95371 -0.72845 2.68837 0.1 0.0 0.1
C -0.83816 -1.07907 3.47750 -0.2 0.1 -0.1
C -1.02133 -1.81477 4.60980 -0.1 -0.1 0.1
S -1.72632 0.19037 1.29248 -0.5 -0.6 -0.3
O -0.56448 1.06422 1.42779 0.1 0.5 -0.2
O -2.95886 0.72115 0.80218 0.0 0.0 0.1
N -1.02177 -0.87844 0.18600 0.2 -0.1 -0.6
C -1.76184 -1.57202 -0.70734 0.0 0.3 0.4
S -3.46239 -1.32009 -1.07759 -0.1 0.3 0.3
C -3.39027 -2.57744 -2.15900 0.0 -0.3 -0.3
C -2.10578 -3.10865 -2.22889 -0.1 0.0 -0.1
N -1.21317 -2.54557 -1.42070 0.2 -0.2 -0.1
H -3.42666 -3.22855 6.39561 0.0 0.0 0.0
H -1.73429 -3.18969 6.70006 0.0 0.0 0.0
H -4.42964 -2.17229 4.47918 0.0 0.0 0.0
H -4.10180 -0.83280 2.44915 0.0 0.0 0.0
H 0.15056 -0.73920 3.19705 0.0 0.0 0.0
H -0.17655 -2.07212 5.23567 0.0 0.0 0.0
H -4.26337 -2.91326 -2.69954 0.0 0.0 0.0
H -1.82363 -3.92677 -2.87511 0.0 0.0 0.0
```
Positions in Å, forces in eV/Å.

The total charge is +2. As for the energy above the lowest of the compared OMol25 structures with the same formula, charge and spin: 8.4 kcal/mol. For the HOMO-LUMO gap, the calculation gives 4.87 eV.



It is found that the HOMO level values, taken in the order of the records, are -7.954, -13.315 eV.
It is found that the DFT total energy values, taken in the order of the records, are -1233.3506, -3213.5741 hartree.
It is found that the molecular weight values, taken in the order of the records, are 369.429, 664.129 g mol⁻¹.